[1]
Formula: C3H6N2O3
Source: OMol25
Level of theory: the ωB97M-V functional and the def2-TZVPD basis

Structure (XYZ):
```
14
Properties=species:S:1:pos:R:3:forces:R:3:lowdin_charge:R:1
C -1.0366 1.1074 0.3456 -0.81 4.22 2.53 -0.19
C 0.2857 -0.8046 -0.1650 -2.17 0.82 0.05 -0.08
C 1.5685 -0.1042 -0.2792 0.85 -5.29 0.95 -0.56
H -1.2880 0.6171 1.4521 0.85 1.89 -2.31 0.12
H -1.9682 1.7571 -0.0451 2.04 -1.31 1.36 0.11
H 0.0139 1.9853 0.2923 -3.40 -3.21 0.39 0.19
H 0.3847 -0.8784 1.0491 -1.33 -1.31 -2.61 0.19
H 0.2911 -1.5929 -0.9877 0.11 0.03 2.08 0.17
H 3.2659 -0.7043 0.1518 10.19 4.62 -0.59 -0.02
N -0.8885 0.0771 -0.5567 1.54 -1.94 -1.42 -0.26
N -2.1208 -0.6613 -0.8855 -0.92 -0.15 5.79 0.06
O 2.5124 -1.0499 0.1927 -10.61 -3.56 0.33 0.13
O 1.8566 0.9134 -0.7018 1.41 4.89 -1.73 0.18
O -2.8768 -0.6618 0.1375 2.26 0.29 -4.80 -0.05
```
Forces are in eV/Å.

LUMO level = -0.82 eV
energy above the lowest of the compared OMol25 structures with the same formula, charge and spin = 7.4297 eV
DFT total energy = -12324.7983 eV
orbital gap = 8.9 eV


[2]
Formula: C3H6N2O3
Source: OMol25
Level of theory: the ωB97M-V functional and the def2-TZVPD basis

Structure (XYZ):
```
14
Properties=species:S:1:pos:R:3:forces:R:3:lowdin_charge:R:1
C 0.4708 0.9726 -0.5256 2.58 1.87 -1.67 -0.21
C -0.5562 -1.1000 -0.0547 2.99 -4.64 1.46 -0.09
C -1.6631 1.0157 0.5158 -0.31 -1.60 -0.08 0.02
N -0.5177 0.2921 -0.0815 -1.96 -0.30 0.29 -0.17
N 2.5352 -0.4671 -0.3749 -0.40 0.64 0.15 -0.30
O 0.7476 2.0780 -0.8819 -0.42 -1.84 0.96 0.16
O 3.2276 -0.0048 0.5003 -0.30 -0.03 -0.22 0.00
O 2.8307 -1.3886 -1.0999 -0.36 0.20 0.04 -0.01
H 0.4197 -1.5485 -0.4314 -1.18 0.95 -0.10 0.09
H -0.4560 -1.5644 1.0009 -0.88 1.12 -1.18 0.13
H -1.3238 -1.6491 -0.6083 -0.33 0.85 0.09 0.10
H -1.4211 1.9876 0.1638 -1.04 1.34 0.45 0.08
H -2.6808 0.5733 0.3066 1.22 0.66 -0.89 0.12
H -1.6128 0.8033 1.5706 0.39 0.78 0.69 0.09
```
Forces are in eV/Å.

LUMO level (spin up / spin down) = -0.42 / -1.21 eV
energy above the lowest of the compared OMol25 structures with the same formula, charge and spin = 6.8540 eV
DFT total energy = -12325.3740 eV
orbital gap (spin up / spin down) = 8.8 / 7.0 eV


[3]
Formula: C3H6N2O3S
Source: OMol25
Level of theory: the ωB97M-V functional and the def2-TZVPD basis

Structure (XYZ):
```
15
Properties=species:S:1:pos:R:3:forces:R:3:lowdin_charge:R:1
N -0.4255 0.4668 -1.3193 -1.41 -2.31 -4.55 0.12
C -0.2433 0.4674 -0.0170 3.86 4.72 1.53 -0.52
C 0.8196 1.6784 0.5572 -3.56 -4.56 0.28 -0.55
S -0.0245 3.1494 0.7700 -1.42 1.85 0.57 0.71
N -0.7468 -0.1736 0.9213 0.45 -0.31 0.76 -0.02
O -1.5697 -1.2115 0.4724 -0.66 -0.38 0.63 -0.07
H -0.9620 -0.3997 -1.6945 1.27 2.25 0.78 0.14
H 0.1128 0.9876 -2.0791 -0.91 -1.03 2.27 0.15
H 1.1694 1.2600 1.4814 0.42 -0.10 0.33 0.05
H 1.5322 1.6539 -0.1721 2.20 0.66 -1.75 0.02
H -0.9915 2.6362 1.6040 0.65 0.32 -0.52 -0.10
H -1.8139 -1.4141 1.3799 -0.85 -1.12 -0.38 0.09
O 1.0232 -3.7372 0.2652 -0.01 -1.15 1.39 0.22
C 1.0464 -3.0350 -0.6352 -0.10 0.03 0.19 -0.45
O 1.0735 -2.3286 -1.5343 0.07 1.12 -1.53 0.20
```
Forces are in eV/Å.

LUMO level = 0.50 eV
energy above the lowest of the compared OMol25 structures with the same formula, charge and spin = 1.5081 eV
DFT total energy = -23164.4595 eV
SMILES string = N/C(CS)=N\O.O=C=O
orbital gap = 9.2 eV


[4]
Formula: C3H6N2O3S
Source: OMol25
Level of theory: the ωB97M-V functional and the def2-TZVPD basis

Structure (XYZ):
```
15
Properties=species:S:1:pos:R:3:forces:R:3:lowdin_charge:R:1
C -0.0399 -0.3725 0.2345 -5.65 3.44 -0.92 -0.34
C 1.9155 0.1500 -0.3391 0.45 1.16 -2.18 -0.22
C 1.8300 -1.3440 -0.0202 1.63 0.65 3.25 -0.12
N 0.5821 0.6902 -0.0950 -0.89 -1.77 1.34 0.03
N -2.2655 1.6756 0.1704 -0.78 -0.85 -1.00 -0.08
O -2.6113 -0.3030 -1.2503 -0.93 -0.74 -1.30 -0.31
O -3.0542 -0.5303 1.2572 0.54 1.20 -1.67 -0.32
O 0.3899 -1.5850 0.1741 1.65 -1.06 -0.19 0.00
S -2.3784 0.0266 0.0961 4.11 -0.42 1.83 0.68
H 2.5810 0.6545 0.3814 0.31 -0.08 -1.09 0.11
H 2.0360 0.3907 -1.4925 0.77 -0.52 2.38 0.15
H 2.3015 -1.9351 -0.7703 -0.16 -0.91 -0.33 0.10
H 2.3580 -1.4723 1.0562 -1.23 -0.26 -2.52 0.17
H -2.0005 1.7946 1.1012 0.61 1.18 1.85 0.03
H -1.6443 2.1600 -0.5036 -0.43 -1.01 0.55 0.10
```
Forces are in eV/Å.

LUMO level = 0.08 eV
energy above the lowest of the compared OMol25 structures with the same formula, charge and spin = 3.5397 eV
DFT total energy = -23162.4279 eV
orbital gap = 9.8 eV


[5]
Formula: C3H6N2OS
Source: OMol25
Level of theory: the ωB97M-V functional and the def2-TZVPD basis

Structure (XYZ):
```
13
Properties=species:S:1:pos:R:3:forces:R:3:lowdin_charge:R:1
C -2.0395 -0.3569 0.4326 0.36 -0.20 -1.58 -0.13
N -0.9112 -1.1920 -0.1764 1.02 -0.55 1.33 -0.01
C 0.3721 -0.9997 -0.2683 -4.83 1.00 -0.75 -0.18
N 0.9722 0.2699 -0.2575 -0.58 -0.42 0.63 -0.22
O 0.1626 1.3987 0.0560 -2.49 -0.05 -4.34 -0.07
C 2.2738 0.4991 -0.0241 -0.22 0.58 0.28 -0.70
S 3.5000 -0.5470 0.2066 -0.31 0.30 -0.24 0.64
H -2.9943 -1.0293 0.6047 2.25 1.25 -0.32 0.10
H -2.2856 0.3969 -0.3974 -0.11 -0.84 1.47 0.07
H -1.7065 0.1726 1.3599 -0.48 -0.48 -0.82 0.07
H 0.9502 -1.7916 -0.7023 0.63 -0.12 0.13 0.10
H -0.5009 1.6034 -0.8853 3.12 -1.06 4.06 0.25
H 2.2071 1.5759 0.0514 1.65 0.59 0.15 0.08
```
Forces are in eV/Å.

LUMO level = -0.13 eV
energy above the lowest of the compared OMol25 structures with the same formula, charge and spin = 5.2199 eV
DFT total energy = -19066.9468 eV
SMILES string = C/N=C\N(O)C=S
orbital gap = 8.7 eV


[6]
Formula: C3H6N2OS
Source: OMol25
Level of theory: the ωB97M-V functional and the def2-TZVPD basis

Structure (XYZ):
```
13
Properties=species:S:1:pos:R:3:forces:R:3:lowdin_charge:R:1
C -3.0262 0.4229 0.0765 -1.99 -0.55 1.72 -0.09
N -2.1325 -0.6892 -0.1522 -0.48 3.23 -0.29 -0.09
N -0.8445 -0.5994 -0.1112 2.16 0.62 0.72 -0.06
C -0.2325 0.5394 0.0799 -2.80 -1.71 -1.20 -0.16
C 1.1958 0.6420 -0.0775 1.63 0.94 1.45 -0.83
O 1.7684 1.7217 -0.0416 -0.52 -1.00 -0.65 0.00
S 1.9949 -0.9321 0.0320 -1.96 -0.83 0.82 0.75
H -3.1377 0.8304 1.1454 0.54 -0.89 -1.13 0.12
H -4.0060 0.0075 -0.2131 0.17 0.35 0.32 0.09
H -2.9155 1.2881 -0.5186 0.76 0.70 -1.05 0.06
H -2.5154 -1.5336 0.0871 -0.61 -2.53 0.35 0.10
H -0.8884 1.3606 0.1892 0.12 1.46 0.13 0.09
H 0.6133 -1.4187 0.5008 2.99 0.23 -1.17 0.00
```
Forces are in eV/Å.

LUMO level = 0.06 eV
energy above the lowest of the compared OMol25 structures with the same formula, charge and spin = 3.4015 eV
DFT total energy = -19068.7652 eV
SMILES string = CN/N=C/C(=O)S
orbital gap = 9.2 eV


[7]
Formula: C3H6N2OS
Source: OMol25
Level of theory: the ωB97M-V functional and the def2-TZVPD basis

Structure (XYZ):
```
13
Properties=species:S:1:pos:R:3:forces:R:3:lowdin_charge:R:1
C 0.6077 0.8720 1.4030 -0.06 1.14 0.11 -0.40
S -1.1666 0.5951 1.3430 0.19 0.37 0.56 0.88
C -1.4770 -0.8499 0.4681 0.51 -0.37 -1.65 -0.53
N -0.8944 -1.4983 -0.4953 -0.08 0.78 0.91 -0.01
N 0.3281 -0.9306 -0.9456 0.34 0.68 -0.28 -0.03
C 0.4076 0.2222 -1.7044 -1.50 0.16 -0.23 -0.38
O 1.3948 0.6066 -2.2959 -0.47 -0.40 0.58 0.02
H 0.9503 1.4453 0.5288 0.16 -0.64 0.27 0.04
H 0.7094 1.5340 2.2648 -0.08 0.13 -0.01 0.03
H 1.1762 -0.0001 1.6733 0.14 -0.42 -0.46 0.04
H -2.4689 -1.1565 0.7720 -0.08 -0.63 -0.26 0.05
H 1.0408 -1.5700 -1.2494 -0.02 -0.68 0.28 0.14
H -0.6078 0.7301 -1.7624 0.95 -0.11 0.16 0.15
```
Forces are in eV/Å.

LUMO level = 0.53 eV
energy above the lowest of the compared OMol25 structures with the same formula, charge and spin = 2.5211 eV
DFT total energy = -19069.6456 eV
SMILES string = CS/C=N\NC=O
orbital gap = 9.6 eV


[8]
Formula: C3H6N2OS
Source: OMol25
Level of theory: the ωB97M-V functional and the def2-TZVPD basis

Structure (XYZ):
```
13
Properties=species:S:1:pos:R:3:forces:R:3:lowdin_charge:R:1
C 0.2670 2.6582 0.6211 0.79 0.73 1.41 -0.03
N -0.0481 1.2656 0.4497 -0.16 -1.14 -0.36 -0.21
O 0.6259 0.4171 1.3188 -0.55 0.58 -0.86 -0.04
C -0.9443 0.7891 -0.4227 0.45 0.78 1.09 -0.15
N -1.4020 -0.4292 -0.5435 -0.21 0.27 -0.31 0.01
C -0.7238 -1.5626 -0.5006 -1.25 -0.32 -0.30 -0.71
S 0.8967 -1.7725 -0.5782 1.14 -0.36 -0.16 0.66
H 1.4303 2.7683 0.6525 -2.29 -0.02 -0.09 0.13
H -0.2159 3.0134 1.6138 1.05 -0.40 -1.56 0.12
H -0.1988 3.1983 -0.2140 0.41 0.04 0.33 0.08
H 0.9788 -0.2777 0.6652 0.12 -0.16 0.47 -0.06
H -1.4089 1.6125 -0.9846 0.08 -0.50 0.05 0.14
H -1.3825 -2.4538 -0.5634 0.42 0.51 0.29 0.06
```
Forces are in eV/Å.

LUMO level = 0.06 eV
energy above the lowest of the compared OMol25 structures with the same formula, charge and spin = 3.4901 eV
DFT total energy = -19068.6766 eV
SMILES string = CN(O)/C=N\C=S
orbital gap = 8.7 eV


[9]
Formula: C3H6N2OS
Source: OMol25
Level of theory: the ωB97M-V functional and the def2-TZVPD basis

Structure (XYZ):
```
13
Properties=species:S:1:pos:R:3:forces:R:3:lowdin_charge:R:1
C 1.6065 -1.5277 -0.3427 -1.19 -1.70 0.60 -0.11
N 0.0883 -1.5608 -0.1264 1.75 0.14 0.04 0.07
C -0.3120 -0.3882 0.0242 -1.42 1.58 1.07 -0.55
N 0.4711 0.7984 -0.1070 -0.25 -0.95 -0.49 -0.27
S -0.6207 2.1064 -0.2886 0.81 2.36 -1.59 0.92
C -1.8722 1.3715 0.6656 1.76 -2.83 -0.47 -0.43
O -1.6059 -0.0645 0.4362 0.07 -0.09 0.21 -0.08
H 1.9615 -2.6063 -0.2108 -0.25 1.75 -0.02 0.09
H 1.8228 -1.2248 -1.3593 0.15 -0.02 -0.41 0.06
H 2.0663 -0.7815 0.3409 -0.04 -0.88 -0.24 0.08
H 0.9597 0.6575 -1.0024 0.04 0.52 0.53 0.08
H -1.7334 1.6502 1.6788 -0.19 -0.26 1.19 0.07
H -2.8319 1.5699 0.2914 -1.24 0.37 -0.41 0.07
```
Forces are in eV/Å.

LUMO level = 0.58 eV
energy above the lowest of the compared OMol25 structures with the same formula, charge and spin = 2.8038 eV
DFT total energy = -19069.3629 eV
SMILES string = C/N=C1\NSCO1
orbital gap = 9.3 eV


[10]
Formula: C3H6N2OS
Source: OMol25
Level of theory: the ωB97M-V functional and the def2-TZVPD basis

Structure (XYZ):
```
13
Properties=species:S:1:pos:R:3:forces:R:3:lowdin_charge:R:1
C 1.5267 0.7291 0.2034 2.01 0.94 -2.51 -0.14
N 0.1258 1.1031 -0.4161 1.33 2.81 2.13 -0.13
N -0.8492 1.1479 0.7795 1.15 -0.61 -0.37 0.05
C -1.1888 -0.0593 1.0146 0.23 -0.35 -1.55 -0.17
C -0.8354 -1.0700 -0.0527 0.00 -1.62 -1.23 -0.82
O 0.1809 -1.6957 -0.1650 0.64 -0.12 0.84 -0.06
S -2.1207 -1.5416 -1.2280 0.80 -0.72 -1.34 0.74
H 1.7864 0.9884 1.2808 -1.32 -0.75 -1.07 0.06
H 2.3630 1.6129 -0.3107 -2.34 -3.15 0.92 0.13
H 1.6662 -0.4498 -0.1238 0.29 3.53 1.18 0.10
H 0.3153 2.1558 -0.7145 -1.20 -2.77 1.03 0.13
H -1.7358 -0.5509 1.8293 -0.11 1.24 0.11 0.12
H -1.2344 -2.3700 -2.0968 -1.49 1.57 1.88 -0.02
```
Forces are in eV/Å.

LUMO level = 0.44 eV
energy above the lowest of the compared OMol25 structures with the same formula, charge and spin = 5.2860 eV
DFT total energy = -19066.8807 eV
SMILES string = CN/N=C\C(=O)S
orbital gap = 10.0 eV


[11]
Formula: C3H6N2OS
Source: OMol25
Level of theory: the ωB97M-V functional and the def2-TZVPD basis

Structure (XYZ):
```
13
Properties=species:S:1:pos:R:3:forces:R:3:lowdin_charge:R:1
C -1.1933 2.5190 0.4215 0.18 -0.64 0.11 -0.02
C -0.6078 1.7006 -0.4541 -0.18 0.21 0.75 -0.27
N -0.1219 0.4174 -0.2050 0.20 -0.54 -0.11 -0.43
S -0.3187 -0.1562 1.4280 -0.21 0.47 0.01 0.86
C 0.4556 -0.2748 -1.2589 -0.15 0.54 -0.09 -0.24
N 0.9945 -1.4153 -1.4231 0.00 -0.14 0.09 -0.01
O 1.0282 -2.2386 -0.2792 0.32 -0.54 -0.21 -0.14
H -1.5106 3.4855 0.1006 -0.11 0.40 -0.22 0.04
H -1.3841 2.2659 1.4560 0.06 -0.08 -0.05 0.02
H -0.4535 2.0325 -1.4561 0.10 0.06 -0.58 0.10
H 0.2497 -1.3319 1.2087 0.14 -0.26 -0.09 -0.15
H 0.4553 0.3132 -2.1797 -0.01 -0.14 0.24 0.13
H 1.4819 -3.0422 -0.5973 -0.34 0.65 0.14 0.10
```
Forces are in eV/Å.

LUMO level = 0.69 eV
energy above the lowest of the compared OMol25 structures with the same formula, charge and spin = 4.1600 eV
DFT total energy = -19068.0067 eV
SMILES string = C=CN(S)/C=N\O
orbital gap = 8.7 eV


[12]
Formula: C3H6N2P
Source: OMol25
Level of theory: the ωB97M-V functional and the def2-TZVPD basis

Structure (XYZ):
```
12
Properties=species:S:1:pos:R:3:forces:R:3:lowdin_charge:R:1
C -1.4424 -0.8535 -0.1079 1.22 1.22 0.50 -0.39
C -0.7139 -0.6713 1.2549 0.39 0.41 -1.83 0.14
C 1.9430 0.8054 0.3489 -0.24 -1.74 1.55 -0.03
N -0.0485 -0.5006 0.1065 -3.12 -0.88 1.23 -0.22
N 1.0608 -0.1088 -0.4379 1.27 1.55 0.02 -0.03
P -2.9735 0.3279 -0.8760 1.51 -0.45 -0.48 1.11
H -1.5639 -1.7295 -0.7117 -0.41 -0.64 -0.27 0.07
H 2.3387 0.1613 1.1990 -0.49 0.98 -0.63 0.10
H 2.8945 0.9779 -0.2505 -1.76 0.76 0.55 0.12
H 1.2138 1.5759 0.8302 2.02 -0.65 -1.22 0.12
H 1.3787 -0.4815 -1.3125 -0.43 -0.34 -0.22 0.16
H -4.0873 0.4969 -0.0431 0.03 -0.22 0.81 -0.14
```
Forces are in eV/Å.

charge = +1
LUMO level (spin up / spin down) = -8.14 / -7.92 eV
energy above the lowest of the compared OMol25 structures with the same formula, charge and spin = 6.4818 eV
DFT total energy = -15461.0947 eV
orbital gap (spin up / spin down) = 5.3 / 5.5 eV


> Which formula does entry 12 have?

C3H6N2P